The following is a quantum chemistry calculation of an isolated molecule of C4H8O, from the Open Molecules 2025 dataset.

As for the charge: 0. As for the HOMO-LUMO gap (alpha / beta): 0.300 / 0.292 hartree. For the HOMO energy (alpha / beta), the calculation gives -7.244 / -7.035 eV. The electronic energy is -232.3199 a.u.

Last columns: bonded neighbours and bond lengths (Å).
Atoms and positions in Å:
1 C -1.6200 1.0585 0.3242  O2 1.309, H6 1.082, H7 1.079
2 O -1.1312 0.8497 -0.8722  C1 1.309, C3 1.296
3 C -0.2796 -0.0483 -1.2574  O2 1.296, C5 1.483, H9 1.082
4 C 1.3107 -0.1472 0.6600  C5 1.542, H8 1.096, H10 1.093, H11 1.094
5 C 0.3647 -0.9403 -0.2638  C3 1.483, C4 1.542, H12 1.095, H13 1.104
6 H -1.4227 0.3553 1.1226  C1 1.082
7 H -2.3784 1.8244 0.3648  C1 1.079
8 H 0.8510 0.7989 0.9680  C4 1.096
9 H -0.0013 0.0432 -2.2985  C3 1.082
10 H 2.2397 0.0901 0.1346  C4 1.093
11 H 1.5582 -0.7078 1.5667  C4 1.094
12 H 0.9158 -1.7272 -0.7885  C5 1.095
13 H -0.4070 -1.4494 0.3396  C5 1.104

Here is what natural (NBO) gives for the atomic charges, in e:
1. C -0.21
2. O -0.34
3. C 0.09
4. C -0.61
5. C -0.49
6. H 0.16
7. H 0.17
8. H 0.21
9. H 0.17
10. H 0.21
11. H 0.21
12. H 0.22
13. H 0.21